Entry 1:
ORCA calculation (wB97M-V/def2-TZVPD) on a 4-piece molecular cluster, C26H27N3O11 overall.

Computed properties:
- 2S+1: 1
- HOMO: -9.93 eV
- LUMO: -1.13 eV
- HOMO-LUMO gap: 0.323 Eh
- SMILES: CC(=O)OCCC[C@@H]1COC(=O)O1.O=[N+]([O-])c1ccccc1.O=[N+]([O-])c1ccccc1.O=[N+]([O-])c1ccccc1

Each line ends with the natural charge from an NBO analysis.
Cartesian coordinates (Å):
C  3.08353  -3.99914  -1.92279  -0.73
C  3.91396  -2.82633  -1.36664  0.81
O  4.22494  -2.80796  -0.22758  -0.56
O  4.26461  -1.88811  -2.28776  -0.53
C  4.09378  -0.54035  -1.81514  -0.08
C  2.63450  -0.00106  -1.85463  -0.46
C  1.62334  -0.85059  -2.67959  -0.43
C  0.59114  -1.47551  -1.70832  0.06
C  -0.54882  -2.37288  -2.24907  -0.11
O  -1.74524  -1.83927  -1.62806  -0.51
C  -1.26518  -0.99128  -0.65109  1.00
O  -1.62839  -0.87300  0.43823  -0.55
O  -0.21302  -0.35104  -1.27515  -0.53
H  2.40194  -3.60834  -2.69689  0.21
H  3.74995  -4.72042  -2.42226  0.25
H  2.47574  -4.46830  -1.14204  0.24
H  4.73073  0.10992  -2.43654  0.20
H  4.47770  -0.43432  -0.78679  0.20
H  2.66081  1.04969  -2.23325  0.26
H  2.26311  0.04773  -0.81449  0.20
H  2.08082  -1.56695  -3.37523  0.23
H  1.05185  -0.13885  -3.30637  0.23
H  1.19157  -1.83530  -0.85404  0.19
H  -0.45800  -3.37089  -1.76818  0.19
H  -0.60115  -2.62872  -3.31407  0.22
O  3.59943  2.54283  -2.17785  -0.38
N  2.74631  3.15625  -2.80864  0.52
O  1.87606  2.63388  -3.47842  -0.37
C  2.78189  4.62042  -2.75523  0.08
C  3.78255  5.24896  -2.03107  -0.20
C  3.82632  6.63367  -2.00172  -0.21
C  2.87296  7.37422  -2.68874  -0.17
C  1.86923  6.73215  -3.40288  -0.21
C  1.82066  5.34783  -3.43900  -0.20
H  4.52711  4.67765  -1.49444  0.25
H  4.60592  7.13693  -1.44515  0.23
H  2.91283  8.45632  -2.66831  0.22
H  1.12641  7.31213  -3.93451  0.23
H  1.03893  4.85343  -3.99881  0.25
O  -6.22755  -6.91845  2.88657  -0.38
N  -5.15357  -6.56404  3.33740  0.52
O  -4.64699  -7.01185  4.34985  -0.38
C  -4.41916  -5.51965  2.61060  0.08
C  -4.98086  -4.96026  1.47401  -0.21
C  -4.29539  -3.95867  0.80344  -0.21
C  -3.05880  -3.52883  1.26860  -0.18
C  -2.50249  -4.10526  2.40408  -0.21
C  -3.18385  -5.10561  3.08127  -0.21
H  -5.94273  -5.29030  1.10702  0.25
H  -4.72638  -3.50933  -0.08206  0.22
H  -2.52754  -2.74135  0.74584  0.24
H  -1.53740  -3.77098  2.76375  0.22
H  -2.74710  -5.54799  3.96587  0.25
O  -2.33647  4.79823  5.69074  -0.38
N  -1.89900  4.60384  4.57148  0.52
O  -1.40528  5.46359  3.86371  -0.38
C  -1.97534  3.23843  4.03527  0.08
C  -2.56308  2.24146  4.79678  -0.21
C  -2.65370  0.95883  4.27729  -0.21
C  -2.15530  0.68379  3.00986  -0.18
C  -1.55908  1.68999  2.26032  -0.20
C  -1.46791  2.97513  2.77294  -0.22
H  -2.95278  2.44947  5.78350  0.25
H  -3.11637  0.17252  4.85979  0.22
H  -2.23185  -0.31537  2.60503  0.23
H  -1.16912  1.47212  1.27550  0.23
H  -1.00572  3.75514  2.18408  0.24

---

Entry 2:
ORCA calculation (wB97M-V/def2-TZVPD) on a 2-piece molecular cluster, C24H50N5O6 overall.

Computed properties:
- 2S+1: 1
- HOMO: -11.27 eV
- LUMO: -2.72 eV
- Total charge: +1
- HOMO-LUMO gap: 0.314 Eh

Each line ends with the Löwdin charge.
Cartesian coordinates (Å):
C  -4.04287  0.62014  -0.75382  -0.09
C  -3.70736  -0.88483  -0.74350  -0.24
C  -2.52581  -1.24397  -1.65715  -0.18
C  -1.18611  -1.03631  -0.96251  -0.14
N  -0.95895  -2.05666  0.09355  0.00
C  0.08991  -1.71941  0.91734  -0.24
N  -0.12696  -0.77908  1.81231  0.20
C  0.72919  -0.42366  2.94287  -0.20
O  1.67289  0.53296  2.62095  -0.11
C  2.76498  0.47379  3.54744  -0.20
C  3.70248  1.65716  3.33040  -0.21
C  5.15231  1.21806  3.14607  -0.10
N  1.25798  -2.42436  0.80191  -0.01
O  2.44738  -1.74374  1.03536  -0.06
C  2.99979  -1.35668  -0.24437  -0.12
C  2.55080  -0.01655  -0.79031  -0.20
N  3.27041  1.13800  -0.28250  -0.03
C  3.38556  2.22490  -1.25449  -0.18
C  2.32399  3.30736  -1.05080  -0.41
C  2.59991  4.23701  0.13137  -0.03
O  1.04440  2.68342  -0.96158  -0.04
C  1.22256  -3.86319  1.09727  -0.20
C  2.35069  -4.60186  0.38039  -0.18
C  3.66322  -4.61776  1.18720  -0.08
C  -0.23059  -4.28518  0.76664  -0.30
N  -0.30034  -5.70282  0.45173  0.06
C  -0.84772  -3.46636  -0.37268  -0.26
C  -0.14511  -3.68445  -1.71299  -0.01
H  -5.10901  0.76620  -0.91879  0.07
H  -3.52641  1.12303  -1.56983  0.05
H  -3.78550  1.09820  0.19149  0.07
H  -3.49449  -1.23324  0.27142  0.10
H  -4.57307  -1.45864  -1.07598  0.10
H  -2.53127  -0.57700  -2.52056  0.12
H  -2.62919  -2.27007  -2.00811  0.10
H  -1.23330  -0.05997  -0.46972  0.12
H  -0.34677  -0.98990  -1.66150  0.12
H  -1.02801  -0.32643  1.74279  0.17
H  1.18927  -1.34944  3.30835  0.14
H  0.04326  -0.05434  3.71295  0.15
H  3.29381  -0.47676  3.40658  0.12
H  2.36046  0.47971  4.56648  0.13
H  3.64540  2.31999  4.19439  0.11
H  3.34444  2.19311  2.45400  0.09
H  5.26483  0.56107  2.28085  0.06
H  5.80949  2.07738  3.01380  0.08
H  5.50866  0.67696  4.02426  0.08
H  4.08431  -1.40113  -0.11525  0.14
H  2.72874  -2.12664  -0.96744  0.11
H  1.48029  0.10429  -0.59338  0.10
H  2.64914  -0.08337  -1.88340  0.13
H  4.19648  0.85809  0.01215  0.10
H  4.37278  2.68607  -1.18141  0.12
H  3.28362  1.85260  -2.28141  0.11
H  2.31059  3.90674  -1.96584  0.14
H  3.64030  4.19087  0.45119  0.08
H  1.99697  3.95172  0.99848  0.07
H  2.34439  5.26836  -0.10297  0.08
H  0.71951  2.78320  -0.06097  0.08
H  1.34161  -3.98966  2.18216  0.16
H  2.02928  -5.62083  0.18215  0.11
H  2.52527  -4.10787  -0.57499  0.10
H  3.70281  -3.79110  1.89686  0.06
H  3.77060  -5.54492  1.74830  0.08
H  4.52691  -4.51647  0.53233  0.08
H  -0.82259  -4.05147  1.66597  0.15
H  0.01606  -6.25519  1.24139  0.10
H  -1.26640  -5.97061  0.29715  0.10
H  -1.87625  -3.82840  -0.45210  0.15
H  0.22333  -4.70718  -1.76572  0.09
H  -0.81487  -3.53086  -2.55668  0.08
H  0.70534  -3.01488  -1.84957  0.07
C  -6.80023  5.25280  -0.99597  -0.02
C  -5.87848  5.04926  -2.16779  -0.32
C  -6.54805  4.75131  -3.49494  -0.08
O  -5.56710  3.94124  -4.15701  0.07
C  -4.81707  3.33748  -3.21214  -0.57
O  -4.03648  2.46490  -3.42235  0.15
O  -5.07891  3.85847  -1.99301  0.08
H  -7.39256  6.15622  -1.14100  0.09
H  -7.47388  4.40259  -0.88452  0.09
H  -6.23027  5.35896  -0.07425  0.09
H  -5.18570  5.88883  -2.27104  0.16
H  -6.76107  5.63095  -4.09522  0.14
H  -7.45763  4.15983  -3.36674  0.14

---

Entry 3:
ORCA calculation (wB97M-V/def2-TZVPD) on a 2-piece molecular cluster, C4H2BrN overall.

Computed properties:
- 2S+1: 1
- HOMO (alpha / beta): -9.17 / -8.84 eV
- LUMO (alpha / beta): -3.38 / -2.35 eV
- HOMO-LUMO gap (alpha / beta): 0.213 / 0.238 Eh
- Energy relative to the best compared isomer or geometry (same formula, charge and spin): 2.761 eV

Each line ends with the natural charge from an NBO analysis.
Cartesian coordinates (Å):
C  2.23396  -1.05107  0.79994  -0.20
C  -2.29033  0.70676  0.18672  -0.19
C  1.12383  -0.60563  0.41987  0.20
C  -1.12282  0.33767  0.16108  0.16
N  -0.02797  -0.15323  0.58349  -0.38
Br  -0.29346  0.65734  -2.61531  -0.07
H  3.35543  -1.26285  0.66785  0.26
H  -2.97864  1.37101  -0.20365  0.23

---

Entry 4:
ORCA calculation (wB97M-V/def2-TZVPD) on a 2-piece molecular cluster, F2HISi overall.

Computed properties:
- 2S+1: 1
- HOMO (alpha / beta): -9.47 / -8.99 eV
- LUMO (alpha / beta): -1.82 / -2.84 eV
- HOMO-LUMO gap (alpha / beta): 0.281 / 0.226 Eh
- Energy relative to the best compared isomer or geometry (same formula, charge and spin): 3.279 eV

Each line ends with the natural charge from an NBO analysis.
Cartesian coordinates (Å):
F  0.63305  -1.83761  -1.13359  -0.64
F  -0.28960  -2.09321  1.09395  -0.66
Si  0.46179  -1.07148  0.20761  1.82
I  4.09013  0.01135  -0.04403  -0.32
H  -0.26384  0.20423  0.65399  -0.19

---

| no. | F_max (Eh/bohr) | total energy (eV) |
| --- | --- | --- |
| 1 | 0.094 | -54383.234 |
| 2 | 0.016 | -45426.698 |
| 3 | 0.051 | -75705.654 |
| 4 | 0.045 | -21430.419 |